{
  "formula": "C2H3O2Sc",
  "method": "ωB97M-V/def2-TZVPD",
  "species": ["H", "C", "O", "O", "C", "H", "H", "Sc"],
  "xyz": [[0.087309, -1.362073, -1.007858], [-1.225224, 0.674342, 0.285701], [-1.589828, 1.777107, 0.064222], [0.088424, 0.372286, 0.267932], [0.376018, -1.041120, -0.005259], [1.463056, -1.120195, 0.079328], [-0.595745, -1.397721, 0.551389], [1.395993, 2.097373, -0.235455]],
  "forces_ev_per_a": [[0.254, 0.757, -0.565], [2.545, 7.742, -1.861], [-1.472, -5.236, 1.534], [-2.374, 0.901, -0.269], [-2.577, -2.958, -0.005], [-0.372, -0.857, 1.154], [2.970, -1.426, 0.176], [1.025, 1.077, -0.164]],
  "relative_energy_kcal_mol": 91.0,
  "spin_multiplicity": 2,
  "lumo_ev": [-20.1, -19.8],
  "charge": 3,
  "homo_lumo_gap_ev": [5.32, 7.26],
  "s2": 0.75,
  "molar_mass_g_mol": 104.00
}

***

{
  "formula": "C12H24O6SrTe4",
  "method": "ωB97M-V/def2-TZVPD",
  "species": ["Sr", "C", "C", "O", "C", "C", "O", "C", "C", "O", "C", "C", "O", "C", "C", "O", "C", "C", "O", "H", "H", "H", "H", "H", "H", "H", "H", "H", "H", "H", "H", "H", "H", "H", "H", "H", "H", "H", "H", "H", "H", "H", "H", "Te", "Te", "Te", "Te"],
  "xyz": [[0.076390, -1.590570, -0.951550], [0.776898, -2.402593, 2.809123], [-0.726546, -2.111268, 2.731891], [-1.010923, -1.413206, 1.520971], [-2.376718, -1.161731, 1.281332], [-2.585050, 0.323766, 1.090980], [-1.541607, 0.780532, 0.248000], [-1.565920, 2.180425, 0.006169], [-2.230831, 2.527629, -1.315080], [-1.529888, 1.995634, -2.421308], [-0.382542, 2.712396, -2.826063], [0.456614, 1.765725, -3.696171], [0.385872, 0.412665, -3.255142], [1.516504, -0.020603, -2.511481], [1.354251, 0.765186, -1.077719], [1.255983, 0.260927, 0.208651], [2.092220, 0.652099, 1.280323], [1.687325, -0.212021, 2.464644], [1.567903, -1.537306, 2.030122], [0.973865, -3.396498, 2.407678], [1.091789, -2.388445, 3.859844], [-1.081509, -1.506674, 3.574738], [-1.253868, -3.069753, 2.731993], [-3.017015, -1.539601, 2.081503], [-2.678369, -1.707479, 0.374292], [-2.525192, 0.857177, 2.046679], [-3.574858, 0.501985, 0.654206], [-0.524684, 2.512187, 0.016111], [-2.073096, 2.703791, 0.823400], [-2.359252, 3.614137, -1.395032], [-3.221825, 2.071652, -1.353513], [0.186503, 3.073000, -1.962650], [-0.663777, 3.590391, -3.419396], [1.494903, 2.100163, -3.755743], [0.039949, 1.764337, -4.703740], [2.455444, 0.375031, -2.902572], [1.588655, -1.091824, -2.683791], [0.377082, 1.180594, -1.260080], [2.132320, 1.532559, -1.112142], [1.902789, 1.711102, 1.495956], [3.141064, 0.541674, 0.993493], [0.747107, 0.163144, 2.887026], [2.463938, -0.122738, 3.235844], [-0.929238, -4.386012, -0.178923], [1.118687, -5.959093, 0.519808], [3.614846, -4.768496, 0.103178], [3.353811, -2.283996, -0.695858]],
  "forces_ev_per_a": [[-0.257, -0.645, 1.561], [0.064, -0.051, 0.072], [-0.037, -0.011, 0.015], [0.090, 0.119, 0.079], [-0.148, -0.149, -0.138], [0.093, 0.015, 0.142], [-0.270, 0.085, -0.408], [0.052, 0.018, 0.035], [-0.025, -0.060, 0.058], [-0.041, 0.029, -0.057], [0.037, -0.009, 0.016], [-0.646, -0.035, -0.207], [0.782, -0.154, -0.208], [0.298, 1.284, 0.264], [0.710, 0.949, -0.629], [-0.482, -1.266, -0.106], [0.261, 0.160, -0.357], [0.072, 0.121, 0.180], [-0.065, 0.029, -0.102], [0.014, 0.016, -0.030], [-0.022, -0.030, 0.005], [0.033, 0.061, -0.033], [-0.035, 0.023, 0.038], [0.038, 0.034, 0.045], [0.011, 0.012, 0.013], [0.001, -0.043, 0.034], [0.006, 0.044, -0.012], [-0.035, 0.056, 0.007], [-0.035, -0.041, 0.003], [0.069, 0.007, -0.029], [-0.013, 0.037, 0.016], [-0.013, 0.002, -0.009], [0.011, 0.003, -0.010], [-0.008, 0.040, 0.018], [0.010, 0.000, 0.000], [-0.075, -0.129, -0.289], [0.311, -0.136, 0.445], [-0.126, 0.486, -0.055], [-0.156, 0.110, -0.045], [0.041, -0.036, 0.149], [-0.018, -0.277, 0.112], [-0.055, -0.033, -0.088], [-0.048, 0.017, 0.039], [-0.444, -0.385, -0.270], [0.294, -0.087, 0.133], [-0.050, -0.755, 0.229], [-0.193, 0.578, -0.623]],
  "relative_energy_kcal_mol": 0.0,
  "lumo_ev": -0.1,
  "charge": 0,
  "homo_lumo_gap_ev": 5.22,
  "molar_mass_g_mol": 862.34
}

***

{
  "formula": "C18H22N4O5S2",
  "method": "ωB97M-V/def2-TZVPD",
  "species": ["C", "N", "C", "C", "N", "S", "O", "O", "C", "C", "C", "C", "C", "C", "O", "N", "C", "C", "C", "C", "C", "S", "N", "O", "O", "C", "C", "C", "C", "H", "H", "H", "H", "H", "H", "H", "H", "H", "H", "H", "H", "H", "H", "H", "H", "H", "H", "H", "H", "H", "H"],
  "xyz": [[0.165760, 4.513925, -4.476694], [0.661686, 3.907558, -3.277165], [0.113621, 2.541347, -2.921317], [0.708009, 2.218537, -1.659367], [2.004076, 2.198335, -1.906984], [2.955153, 1.476456, -0.506829], [2.437015, 1.988839, 0.795940], [4.302123, 1.436128, -0.785637], [2.430180, -0.362337, -0.919956], [2.929856, -1.036944, -1.932045], [2.313681, -2.171206, -2.241315], [1.738294, -2.998550, -1.427826], [1.397230, -2.422010, -0.165808], [0.432910, -2.988658, 0.859750], [0.383141, -4.443236, 0.860672], [-0.315256, -2.299889, 1.660758], [-1.372706, -2.726134, 2.475092], [-1.262441, -4.029105, 2.999627], [-2.296837, -4.465380, 3.981986], [-3.025400, -3.381518, 4.619946], [-3.112158, -2.330505, 3.936297], [-4.058856, -1.014764, 4.810708], [-5.460800, -1.161480, 3.831214], [-4.350938, -1.091680, 6.202046], [-3.551965, 0.480016, 4.611974], [-2.189612, -1.806453, 3.209417], [1.590690, -0.953499, 0.136499], [2.842205, 3.356244, -2.205008], [2.389838, 3.806138, -3.547880], [0.246014, 3.741555, -5.518817], [0.722135, 5.501553, -4.845621], [-0.942403, 4.572339, -4.415938], [-0.983488, 2.896784, -2.786657], [0.222394, 2.000021, -3.640418], [0.431064, 1.212891, -1.543183], [0.393883, 2.917472, -0.778421], [3.420655, -0.445126, -2.749126], [2.927785, -2.697370, -3.034176], [1.317041, -3.821586, -1.349828], [-0.521028, -1.381157, 1.349321], [-0.752408, -4.983358, 2.559632], [-2.497257, -5.348691, 4.249126], [-3.978195, -3.544903, 5.295938], [-5.775809, -0.211376, 3.251022], [-6.253463, -1.403527, 4.446214], [-2.177642, -0.554916, 2.914742], [1.564286, -0.354667, 1.195145], [3.926342, 3.316454, -2.323014], [2.565868, 4.286769, -1.432336], [2.623160, 4.883933, -3.620704], [2.722569, 3.176728, -4.240998]],
  "forces_ev_per_a": [[-0.236, -1.342, -3.724], [4.452, -0.041, -1.442], [-4.700, 11.526, 5.390], [-3.672, 1.411, 2.751], [10.311, -1.806, 2.387], [-6.932, -2.095, 0.790], [0.938, -1.269, -2.902], [4.523, 0.896, -0.901], [-2.232, 3.331, 7.201], [0.444, 4.162, -2.967], [4.954, -3.922, -5.401], [-0.686, 6.537, 6.320], [-2.196, 5.313, 2.977], [2.076, -10.977, -2.578], [0.429, 7.833, -0.140], [-1.852, 2.068, 0.144], [1.691, -1.232, 3.040], [-3.673, -4.356, 0.952], [2.742, 10.346, -1.972], [-2.934, -10.144, 2.397], [-2.265, 7.635, 2.730], [-0.217, 8.459, -1.925], [-1.364, 2.492, -0.828], [-0.435, -2.611, 0.708], [-0.848, -5.487, -1.046], [4.297, 4.679, -7.587], [3.122, -1.411, -1.591], [-2.249, 3.978, 0.902], [-5.197, 4.143, 4.616], [0.097, 1.840, 2.525], [-1.420, -2.085, 1.306], [0.621, 0.719, 0.051], [1.281, -1.405, -0.194], [1.248, -7.069, -7.982], [-0.708, -1.602, 1.273], [0.165, -1.155, -1.451], [0.175, -0.878, 1.026], [-1.601, 0.559, -0.241], [-3.030, -8.488, -1.325], [0.471, 1.226, -0.268], [-0.406, 2.815, 0.489], [-0.739, -6.973, 1.983], [2.451, -0.353, -0.734], [1.592, -3.070, 2.347], [0.472, 0.143, -0.371], [-0.106, -3.892, 1.028], [-0.491, -1.745, -2.845], [-0.085, -1.222, 0.958], [0.874, -2.335, -1.652], [0.092, -0.731, -0.726], [0.756, -2.419, -3.497]],
  "relative_energy_kcal_mol": 372.1,
  "lumo_ev": -0.8,
  "charge": 0,
  "homo_lumo_gap_ev": 8.24,
  "molar_mass_g_mol": 438.53
}

***

{
  "formula": "H4O2",
  "method": "ωB97M-V/def2-TZVPD",
  "species": ["O", "H", "O", "H", "H", "H"],
  "xyz": [[0.944796, 0.830546, 0.937613], [1.596709, 0.116433, 1.172830], [-0.710601, -0.253256, -0.517746], [-1.267231, -1.032188, -0.432525], [0.289602, 0.239369, 0.233819], [-0.853276, 0.099097, -1.393991]],
  "forces_ev_per_a": [[0.409, -0.813, -0.156], [0.310, 0.429, 0.429], [0.567, 0.169, 0.414], [-0.010, -0.321, 0.323], [-1.251, 0.170, -0.434], [-0.025, 0.367, -0.576]],
  "relative_energy_kcal_mol": 5.0,
  "spin_multiplicity": 2,
  "lumo_ev": [-4.5, -10.8],
  "charge": 1,
  "homo_lumo_gap_ev": [14.73, 8.42],
  "s2": 0.75,
  "molar_mass_g_mol": 36.03
}

***

{
  "formula": "C4H12OS",
  "method": "ωB97M-V/def2-TZVPD",
  "species": ["C", "C", "C", "C", "S", "H", "H", "H", "H", "H", "H", "H", "H", "H", "H", "H", "H", "O"],
  "xyz": [[1.508225, 0.590851, -2.769358], [1.138811, -0.125390, -1.486510], [1.056485, 0.822844, -0.260391], [0.100104, 0.298869, 0.803789], [0.306277, 1.049051, 2.420823], [1.194179, 0.076509, -3.676731], [0.993854, 1.549809, -2.849741], [2.551121, 0.829076, -2.812458], [1.916498, -0.852671, -1.244987], [0.157884, -0.604753, -1.524112], [0.723333, 1.807521, -0.602852], [2.047076, 1.019378, 0.159523], [0.264826, -0.750706, 1.022555], [-0.902432, 0.388391, 0.392316], [-0.268227, 2.229722, 2.180199], [-3.484992, -2.804199, 3.540439], [-4.914864, -3.082896, 3.102432], [-4.388161, -2.441403, 3.605057]],
  "forces_ev_per_a": [[-0.973, 0.405, -0.280], [0.039, 0.506, 1.000], [0.435, 0.166, -0.417], [0.309, 0.163, -0.438], [-0.053, 0.030, 0.423], [0.299, -0.400, 0.011], [-0.137, 0.137, 0.209], [0.747, -0.043, -0.096], [-0.328, -0.390, -0.134], [0.185, -0.242, -0.404], [-0.228, 0.017, 0.068], [0.014, -0.223, 0.050], [0.085, -0.313, -0.181], [-0.333, -0.034, 0.405], [-0.079, 0.183, -0.181], [0.065, 0.131, -0.063], [0.045, 0.030, -0.035], [-0.092, -0.125, 0.062]],
  "relative_energy_kcal_mol": 1.7,
  "spin_multiplicity": 2,
  "lumo_ev": [3.2, 3.2],
  "charge": -1,
  "homo_lumo_gap_ev": [1.96, 9.17],
  "s2": 0.75,
  "molar_mass_g_mol": 108.21
}

***

{
  "formula": "C4H8O2",
  "method": "ωB97M-V/def2-TZVPD",
  "species": ["C", "C", "C", "C", "O", "H", "H", "H", "H", "H", "H", "O", "H", "H"],
  "xyz": [[-0.694889, -0.256612, -1.004699], [0.308374, 0.241108, -0.274177], [0.228128, 1.497204, 0.550775], [1.600670, -0.485633, -0.322140], [2.620329, -0.095989, 0.200445], [-1.674771, 0.214344, -1.038850], [-0.589313, -1.179988, -1.570095], [0.984406, 1.492768, 1.340358], [-0.758603, 1.621248, 1.010803], [0.417607, 2.367490, -0.084536], [1.571166, -1.441804, -0.889737], [-1.726489, -1.773615, 0.863469], [-0.887665, -1.306035, 0.964372], [-2.378815, -1.074261, 0.990803]],
  "forces_ev_per_a": [[0.206, 0.181, -0.113], [-0.054, 0.079, -0.239], [-0.008, 0.067, 0.019], [0.272, 0.093, 0.057], [-0.379, -0.173, -0.153], [0.193, -0.021, -0.031], [0.074, 0.198, 0.065], [-0.088, -0.025, -0.152], [0.139, -0.036, -0.147], [0.013, -0.028, 0.132], [0.051, 0.138, 0.053], [-0.224, -0.048, 0.415], [-0.164, -0.232, 0.028], [-0.032, -0.193, 0.064]],
  "relative_energy_kcal_mol": 39.2,
  "lumo_ev": 0.2,
  "charge": 0,
  "homo_lumo_gap_ev": 10.30,
  "molar_mass_g_mol": 88.11
}